Here is C46H46CoN5O4PS2 as an isolated structure from OMol25. Energies are from wB97M-V/def2-TZVPD.

Atoms and positions in Å:
Co 0.39 -0.45 0.28
O -2.51 -2.00 1.65
C -1.34 -2.25 1.44
O -0.34 -1.42 1.74
C -0.95 -3.54 0.77
C -1.87 -4.57 0.75
C -1.55 -5.79 0.18
C -0.30 -5.99 -0.39
C 0.63 -4.96 -0.38
C 0.31 -3.73 0.19
P 1.50 -2.37 0.26
C 2.51 -2.77 1.72
C 2.21 -2.30 2.99
C 2.97 -2.71 4.07
C 4.01 -3.60 3.90
C 4.30 -4.09 2.63
C 3.55 -3.68 1.54
C 2.62 -2.46 -1.16
C 3.82 -1.75 -1.08
C 4.62 -1.61 -2.19
C 4.25 -2.18 -3.40
C 3.06 -2.88 -3.50
C 2.24 -3.02 -2.38
H -2.84 -4.39 1.20
H -2.28 -6.59 0.17
H -0.05 -6.94 -0.83
H 1.61 -5.12 -0.82
H 1.40 -1.60 3.15
H 2.75 -2.32 5.06
H 4.61 -3.92 4.75
H 5.11 -4.79 2.49
H 3.79 -4.06 0.56
H 4.12 -1.31 -0.13
H 5.55 -1.06 -2.12
H 4.88 -2.07 -4.27
H 2.76 -3.33 -4.43
H 1.32 -3.58 -2.47
C -5.60 -0.05 -3.25
C -4.60 -1.18 -3.45
C -4.16 -1.20 -4.92
C -5.27 -2.52 -3.09
C -3.37 -1.01 -2.57
C -2.31 -1.93 -2.64
C -1.23 -1.79 -1.81
N -1.12 -0.80 -0.91
C -2.10 0.12 -0.86
C -3.22 0.03 -1.66
C -1.90 1.19 0.14
C -2.83 2.17 0.43
C -2.58 3.07 1.46
C -1.40 2.90 2.17
C -0.51 1.91 1.83
N -0.74 1.09 0.80
C -3.54 4.20 1.82
C -4.85 4.11 1.03
C -3.87 4.14 3.32
C -2.85 5.53 1.49
H -6.46 -0.21 -3.91
H -5.18 0.92 -3.50
H -5.98 -0.02 -2.23
H -5.03 -1.32 -5.56
H -3.48 -2.03 -5.14
H -3.66 -0.27 -5.20
H -6.15 -2.66 -3.71
H -5.57 -2.53 -2.04
H -4.60 -3.36 -3.26
H -2.34 -2.76 -3.33
H -0.41 -2.50 -1.85
H -3.99 0.77 -1.57
H -3.75 2.22 -0.13
H -1.16 3.53 3.02
H 0.40 1.72 2.39
H -5.36 3.16 1.20
H -4.69 4.23 -0.04
H -5.52 4.90 1.35
H -4.32 3.18 3.59
H -4.58 4.93 3.56
H -2.99 4.29 3.94
H -2.61 5.59 0.43
H -1.93 5.65 2.06
H -3.52 6.36 1.74
N 5.11 6.29 1.42
C 4.66 5.02 1.63
C 3.30 4.78 1.93
C 2.84 3.50 2.10
C 3.72 2.42 1.97
C 5.06 2.64 1.70
C 5.53 3.93 1.53
S 3.14 0.78 2.20
O 4.28 -0.09 2.07
O 2.31 0.71 3.37
N 2.11 0.51 0.94
C 2.29 0.94 -0.33
S 3.42 1.95 -1.17
C 2.53 1.66 -2.64
C 1.46 0.88 -2.43
N 1.34 0.48 -1.12
H 4.54 7.06 1.75
H 6.10 6.46 1.46
H 2.62 5.62 2.02
H 1.80 3.32 2.34
H 5.73 1.79 1.61
H 6.57 4.10 1.32
H 2.85 2.11 -3.57
H 0.74 0.55 -3.16

For the HOMO energy, the calculation gives -10.45 eV. The charge is +1. Its HOMO-LUMO gap is 0.2762 Ha. The relative energy (zero: lowest compared OMol25 entry of this formula, charge and spin) is 7.3 kJ/mol. For the LUMO energy, the calculation gives -2.935 eV.

---

Here is C46H46IIrN3O3P2S2 as an isolated structure in a non-equilibrium geometry from OMol25. Energies are from wB97M-V/def2-TZVPD.

Atoms and positions in Å:
Ir 0.01 -0.12 -0.46
O -1.80 0.45 2.27
C -2.68 -0.50 2.67
C -3.22 -0.66 3.94
C -4.13 -1.69 4.14
C -4.49 -2.55 3.10
C -3.89 -2.41 1.86
C -2.97 -1.38 1.64
P -2.10 -1.28 0.06
C -3.40 -0.76 -1.10
C -3.44 -1.11 -2.46
C -4.49 -0.70 -3.26
C -5.51 0.07 -2.73
C -5.47 0.44 -1.39
C -4.43 0.02 -0.58
C -1.80 -3.08 -0.11
C -1.19 -3.70 1.00
C -1.07 -5.07 1.06
C -1.55 -5.86 0.02
C -2.16 -5.27 -1.08
C -2.30 -3.88 -1.14
C -1.71 1.72 2.76
C -2.66 2.36 3.54
C -2.40 3.65 3.96
C -1.22 4.29 3.61
C -0.33 3.67 2.76
C -0.57 2.36 2.32
P 0.60 1.61 1.14
C 2.04 1.12 2.10
C 1.95 1.12 3.49
C 3.08 0.88 4.26
C 4.30 0.64 3.66
C 4.40 0.63 2.27
C 3.28 0.87 1.49
C 1.07 3.10 0.23
C 2.17 3.83 0.70
C 2.43 5.10 0.20
C 1.61 5.65 -0.78
C 0.52 4.92 -1.25
C 0.24 3.67 -0.74
H -2.93 -0.02 4.76
H -4.56 -1.83 5.12
H -5.22 -3.33 3.26
H -4.15 -3.10 1.06
H -2.67 -1.74 -2.89
H -4.54 -1.02 -4.30
H -6.35 0.38 -3.35
H -6.27 1.03 -0.97
H -4.43 0.30 0.46
H -0.86 -3.10 1.84
H -0.64 -5.54 1.94
H -1.48 -6.94 0.07
H -2.57 -5.88 -1.87
H -2.84 -3.44 -1.96
H -3.59 1.87 3.79
H -3.13 4.16 4.58
H -1.01 5.29 3.97
H 0.56 4.21 2.46
H 1.01 1.31 3.98
H 3.00 0.89 5.34
H 5.18 0.47 4.26
H 5.36 0.47 1.80
H 3.38 0.90 0.41
H 2.81 3.43 1.47
H 3.27 5.66 0.58
H 1.81 6.64 -1.16
H -0.13 5.36 -1.99
H -0.65 3.14 -1.06
C 4.07 -3.11 0.99
N 2.96 -3.60 0.14
C 2.99 -4.80 -0.49
C 1.81 -4.93 -1.17
N 1.10 -3.80 -0.95
C 1.79 -2.96 -0.15
S 1.42 -1.48 0.62
H 4.98 -3.09 0.40
H 4.19 -3.80 1.83
H 3.83 -2.12 1.36
H 3.83 -5.48 -0.41
H 1.44 -5.75 -1.77
H 0.13 -3.65 -1.22
N -2.23 2.13 -3.31
C -1.41 1.18 -2.92
O -1.17 1.02 -1.71
C -0.83 0.31 -4.02
I 0.13 -1.46 -3.33
H -2.67 2.73 -2.63
H -2.48 2.26 -4.28
H -0.08 0.88 -4.57
H -1.61 -0.01 -4.71
O 1.87 0.57 -1.38
S 2.12 1.44 -2.66
C 3.07 0.32 -3.77
C 4.47 0.91 -3.95
C 4.80 1.61 -2.63
C 3.58 2.46 -2.32
H 2.51 0.21 -4.70
H 3.08 -0.63 -3.24
H 4.47 1.63 -4.77
H 5.18 0.13 -4.20
H 5.69 2.22 -2.70
H 4.95 0.87 -1.84
H 3.48 3.30 -3.02
H 3.49 2.83 -1.31

For the HOMO energy (alpha / beta), the calculation gives -17.45 / -17.45 eV. Its expectation value of S² is 0.770. The charge is +4. Its HOMO-LUMO gap (alpha / beta) is 0.2112 / 0.1463 Ha. The relative energy (zero: lowest compared OMol25 entry of this formula, charge and spin) is 78.0 kJ/mol. For the LUMO energy (alpha / beta), the calculation gives -11.699 / -13.465 eV. Its spin multiplicity is 2.

---

Here is C46H47AsBaBrN6O2S as an isolated structure in a non-equilibrium geometry from OMol25. Energies are from wB97M-V/def2-TZVPD.

Atoms and positions in Å:
Ba -0.02 -1.59 -1.46
S 6.82 -6.90 -1.29
N 6.72 -5.28 -1.29
C 5.43 -5.00 -1.26
C 4.90 -3.64 -1.28
C 5.72 -2.53 -1.15
C 5.14 -1.28 -1.10
C 3.74 -1.21 -1.14
N 2.94 -2.24 -1.31
C 3.53 -3.47 -1.37
C 2.62 -4.63 -1.43
N 1.28 -4.37 -1.46
C 0.45 -5.40 -1.27
C 0.89 -6.71 -1.09
C 2.21 -7.01 -1.12
C 3.13 -5.94 -1.29
C 4.58 -6.11 -1.25
N 5.22 -7.27 -1.29
H 6.81 -2.63 -1.10
H 5.74 -0.40 -0.93
H 3.23 -0.27 -1.02
H -0.58 -5.10 -1.28
H 0.16 -7.47 -0.87
H 2.61 -8.01 -0.97
C 2.24 5.97 -2.44
C 1.62 5.31 -1.18
C 0.49 6.21 -0.72
C 2.70 5.34 -0.08
C 1.19 3.88 -1.47
C 2.14 2.95 -1.91
C 1.78 1.62 -2.11
N 0.53 1.18 -1.96
C -0.42 2.09 -1.64
C -0.10 3.40 -1.34
C -1.83 1.66 -1.57
C -2.83 2.63 -1.57
C -4.16 2.25 -1.40
C -4.40 0.87 -1.33
C -3.35 -0.03 -1.36
N -2.07 0.35 -1.46
C -5.28 3.27 -1.37
C -4.79 4.71 -1.58
C -5.97 3.14 0.01
C -6.32 2.94 -2.46
H 2.62 6.96 -2.16
H 1.53 6.10 -3.22
H 3.09 5.39 -2.79
H 0.82 7.22 -0.56
H 0.03 5.86 0.22
H -0.28 6.26 -1.45
H 2.87 6.39 0.19
H 3.65 4.94 -0.47
H 2.42 4.80 0.80
H 3.14 3.23 -2.13
H 2.48 0.89 -2.50
H -0.84 4.10 -0.99
H -2.58 3.66 -1.75
H -5.42 0.51 -1.24
H -3.48 -1.09 -1.30
H -4.12 5.00 -0.79
H -5.63 5.41 -1.61
H -4.25 4.80 -2.52
H -5.32 3.56 0.79
H -6.19 2.10 0.30
H -6.90 3.66 0.02
H -5.88 2.91 -3.44
H -7.11 3.69 -2.44
H -6.79 1.96 -2.26
Br -6.15 -6.68 -2.85
C -5.42 -5.75 -1.35
C -5.96 -5.81 -0.06
C -5.34 -5.06 0.92
C -4.16 -4.36 0.61
C -3.63 -4.35 -0.67
C -4.30 -5.02 -1.69
C -2.42 -3.45 -1.06
O -1.56 -3.20 -0.14
O -2.33 -3.00 -2.24
H -6.84 -6.37 0.15
H -5.73 -5.01 1.96
H -3.65 -3.83 1.41
H -3.95 -4.97 -2.71
C 0.28 -1.28 4.02
As 1.33 -1.06 2.38
C 2.95 -1.93 3.04
C 1.77 0.88 2.59
C 2.22 1.52 3.91
C 1.26 2.00 4.81
C 1.65 2.57 6.00
C 3.00 2.69 6.33
C 3.95 2.27 5.41
C 3.57 1.72 4.19
H 0.88 -0.87 4.85
H 0.07 -2.35 4.20
H -0.65 -0.71 3.98
H 3.10 -1.67 4.09
H 3.84 -1.59 2.46
H 2.82 -3.01 2.95
H 0.85 1.30 2.29
H 2.53 1.10 1.82
H 0.19 1.89 4.59
H 0.90 2.91 6.68
H 3.34 3.08 7.28
H 4.99 2.42 5.64
H 4.31 1.42 3.45

For the HOMO energy, the calculation gives -10.50 eV. The charge is +1. Its HOMO-LUMO gap is 0.2838 Ha. The relative energy (zero: lowest compared OMol25 entry of this formula, charge and spin) is 0.0 kJ/mol. For the LUMO energy, the calculation gives -2.782 eV.

---

Here is C46H47BCl2N7O6P2STl as an isolated structure from OMol25. Energies are from wB97M-V/def2-TZVPD.

Atoms and positions in Å:
Tl -0.47 0.66 0.22
C -4.52 0.95 -0.64
C -3.62 1.47 -1.71
C -3.98 1.92 -3.00
C -2.80 2.24 -3.63
C -2.58 2.76 -5.01
N -1.81 2.01 -2.75
N -2.30 1.54 -1.57
B -0.29 1.95 -3.05
N 0.47 2.87 -2.09
N 0.16 2.92 -0.76
C 0.89 3.89 -0.23
C 0.80 4.29 1.20
C 1.69 4.48 -1.22
C 1.41 3.79 -2.38
C 1.98 4.00 -3.75
N 0.13 0.45 -2.96
N -0.45 -0.38 -2.06
C -0.18 -1.62 -2.44
C -0.80 -2.81 -1.80
C 0.62 -1.60 -3.59
C 0.81 -0.26 -3.88
C 1.60 0.35 -4.99
H -5.48 0.67 -1.07
H -4.06 0.10 -0.16
H -4.68 1.69 0.13
H -4.98 1.97 -3.42
H -3.54 2.96 -5.48
H -2.00 3.68 -5.00
H -2.04 2.04 -5.63
H -0.12 2.34 -4.18
H -0.16 4.02 1.62
H 1.58 3.77 1.77
H 0.95 5.36 1.30
H 2.41 5.28 -1.09
H 2.65 4.85 -3.73
H 2.53 3.12 -4.07
H 1.19 4.19 -4.48
H -0.94 -2.64 -0.73
H -1.78 -3.00 -2.25
H -0.18 -3.70 -1.96
H 1.02 -2.45 -4.13
H 2.06 -0.44 -5.58
H 0.98 0.97 -5.64
H 2.39 0.98 -4.58
O 3.23 -0.74 0.80
S 2.85 0.73 0.32
O 4.07 1.49 0.51
O 1.76 1.14 1.25
O 2.37 0.68 -1.05
O 0.94 -1.47 0.17
P 2.05 -2.09 0.98
C 0.95 -3.82 1.29
P -0.75 -3.59 1.85
O -1.52 -2.40 1.42
C -1.68 -5.08 1.29
C -1.10 -6.21 0.72
C -1.91 -7.20 0.16
C -3.29 -7.07 0.19
C -3.87 -5.96 0.78
C -3.07 -4.96 1.32
C -0.85 -3.74 3.66
C -0.44 -4.87 4.37
C -0.64 -4.94 5.74
C -1.26 -3.88 6.40
C -1.69 -2.77 5.70
C -1.48 -2.70 4.33
C 3.36 -3.16 0.26
C 4.65 -3.16 0.80
C 5.64 -3.98 0.28
C 5.37 -4.79 -0.82
C 4.10 -4.77 -1.39
C 3.11 -3.96 -0.85
C 2.26 -2.02 2.81
C 1.72 -0.95 3.50
C 1.74 -0.92 4.89
C 2.31 -1.96 5.60
C 2.87 -3.03 4.91
C 2.85 -3.06 3.53
H 1.41 -4.55 1.98
H 0.83 -4.29 0.31
H -0.03 -6.32 0.70
H -1.45 -8.06 -0.31
H -3.91 -7.84 -0.26
H -4.95 -5.85 0.80
H -3.51 -4.06 1.75
H 0.02 -5.70 3.84
H -0.33 -5.82 6.29
H -1.40 -3.93 7.48
H -2.19 -1.95 6.21
H -1.82 -1.84 3.75
H 4.87 -2.49 1.62
H 6.63 -3.99 0.72
H 6.14 -5.42 -1.24
H 3.88 -5.38 -2.26
H 2.12 -3.95 -1.30
H 1.29 -0.13 2.94
H 1.29 -0.08 5.42
H 2.32 -1.95 6.69
H 3.32 -3.86 5.46
H 3.29 -3.90 3.00
Cl -4.58 -0.48 2.79
C -3.57 0.75 3.52
C -4.02 1.27 4.72
C -3.24 2.16 5.45
C -1.97 2.43 4.97
C -1.52 1.92 3.77
Cl 0.13 2.21 3.36
C -2.32 1.13 2.85
N -2.15 0.70 1.62
H -4.99 0.96 5.08
H -3.60 2.59 6.38
H -1.28 3.04 5.55

For the HOMO energy, the calculation gives -1.60 eV. The charge is -2. Its HOMO-LUMO gap is 0.2086 Ha. The relative energy (zero: lowest compared OMol25 entry of this formula, charge and spin) is 151.3 kJ/mol. For the LUMO energy, the calculation gives 4.082 eV.